Molecular formula: FH5N3P
Method: DFT, wB97M-V/def2-TZVPD

The energy above the lowest of the compared OMol25 structures with the same formula, charge and spin is 2.211 eV. Its SMILES is [H]/N=P(\F)=N/[H].N. The frontier orbital gap comes out at 9.80 eV. The calculation puts the largest force on an atom at 3.26 eV/Å. The LUMO energy comes out at -0.8 eV.

Last column: natural (NBO) charge in e.
Element x y z (Å)
H1 1.326145 -1.314883 -2.233403  0.4007
N1 1.169111 -0.297896 -2.214464  -1.1787
P1 1.212768 0.217308 -0.760141  2.1208
F1 2.033526 -0.742837 0.359685  -0.5481
N2 1.121092 1.591075 -0.100065  -1.2226
H2 0.448097 2.330444 -0.507689  0.4253
N3 -2.006426 -0.704989 1.432804  -1.0322
H3 -1.732253 -0.181493 2.195094  0.3499
H4 -1.115444 -0.837609 1.058952  0.3342
H5 -2.456615 -0.059124 0.769223  0.3507

Atoms 1-3, force components in eV/Å:
H -0.06 0.40 -0.32
N -0.20 -0.82 1.10
P 2.36 -0.58 1.40



Molecular formula: C32H27BrCl3KN3O5
Method: DFT, wB97M-V/def2-TZVPD

The energy above the lowest of the compared OMol25 structures with the same formula, charge and spin is 0.370 eV. The frontier orbital gap comes out at 6.30 eV. The calculation puts the largest force on an atom at 0.95 eV/Å. The LUMO energy comes out at 1.7 eV. Its net charge is -1.

Last column: Löwdin charge in e.
Element x y z (Å)
K1 -1.232834 -0.774710 -0.841414  0.7834
Cl1 -3.341917 -7.884458 1.269606  0.5945
C1 -2.488728 -6.435103 0.783568  -0.6973
C2 -3.201768 -5.311699 0.397077  -0.1620
C3 -2.513857 -4.177510 0.023753  -0.5535
Cl2 -3.437761 -2.794184 -0.518543  0.6875
C4 -1.088856 -4.052282 0.015743  -0.5100
O1 -0.482304 -2.994442 -0.315829  -0.2563
C5 -0.446510 -5.267024 0.398596  -0.5662
Cl3 1.301778 -5.277805 0.399202  0.6709
C6 -1.105829 -6.418449 0.778232  -0.1647
H1 -4.282669 -5.323289 0.377189  0.0985
H2 -0.541238 -7.293656 1.068056  0.0953
Br1 3.017904 0.790954 -6.697013  0.6895
C7 1.848665 1.670451 -5.476855  -0.6842
C8 1.967237 3.040954 -5.308191  -0.1536
C9 1.107957 3.674153 -4.418568  -0.0963
C10 0.168727 2.941909 -3.705257  -0.0373
C11 0.069789 1.567162 -3.879502  -0.1118
C12 0.908926 0.928330 -4.784485  -0.0718
C13 -0.940202 0.754447 -3.059639  -0.7082
O2 -1.015594 -0.469509 -3.306640  -0.1093
O3 -1.558653 1.392981 -2.181854  -0.0923
H3 2.706256 3.598759 -5.867234  0.0898
H4 1.175448 4.748418 -4.286065  0.0994
H5 -0.507418 3.411033 -3.001931  0.1155
H6 0.812334 -0.141174 -4.913067  0.1050
C14 1.769120 -2.066270 -2.261178  -0.0376
O4 2.020693 -0.748007 -1.756673  -0.0780
C15 2.327938 -0.630359 -0.444465  -0.2320
C16 2.310732 -1.657506 0.487507  0.0003
C17 2.638529 -1.379709 1.809924  -0.0627
C18 2.998902 -0.101688 2.209792  -0.0932
C19 3.010066 0.926416 1.277542  -0.0256
C20 2.657676 0.660908 -0.029593  -0.1858
N1 2.636688 1.680978 -1.016404  0.1434
C21 2.103964 2.888862 -0.970455  -0.0111
C22 1.116677 3.435543 -0.147156  -0.1313
C23 0.956722 4.854475 -0.201147  -0.0640
C24 -0.036725 5.487713 0.469198  -0.1076
C25 -0.972227 4.705046 1.207644  -0.0776
C26 -0.903204 3.352232 1.250149  -0.0050
C27 0.133660 2.623240 0.552103  -0.3437
O5 0.169163 1.376643 0.529415  -0.0520
H7 2.679629 -2.668328 -2.190229  0.1019
H8 1.483230 -1.927501 -3.299571  0.0881
H9 0.956014 -2.549378 -1.714509  0.0612
H10 1.981734 -2.648083 0.209528  0.0546
H11 2.597262 -2.185415 2.531885  0.1071
H12 3.257238 0.099337 3.241253  0.0955
H13 3.257922 1.941592 1.563076  0.1204
H14 3.107707 1.442384 -1.878590  0.1635
H15 2.493035 3.541794 -1.745865  0.1304
H16 1.667524 5.425442 -0.790427  0.1083
H17 -0.139390 6.563385 0.431939  0.0909
H18 -1.781544 5.207517 1.725657  0.1021
H19 -1.649833 2.765150 1.770688  0.1113
C28 -0.448822 1.327770 4.562018  -0.0228
C29 -1.376263 0.391346 3.862236  -0.3191
C30 -2.463420 -0.333653 4.305310  -0.0061
C31 -2.913372 -1.051447 3.175420  -0.3578
N2 -2.151933 -0.791643 2.124125  0.0800
N3 -1.228691 0.083016 2.562695  0.0362
C32 -4.053278 -2.013496 3.074314  -0.0440
H20 -0.866098 1.620487 5.524571  0.0737
H21 -0.279200 2.231952 3.973903  0.0655
H22 0.522477 0.862180 4.741558  0.0735
H23 -2.869604 -0.347301 5.303661  0.0963
H24 -0.577892 0.491901 1.885983  0.0986
H25 -4.439293 -2.257689 4.064137  0.0685
H26 -3.732549 -2.935395 2.588877  0.0585
H27 -4.869845 -1.598700 2.481222  0.0726

Atoms 1-3, force components in eV/Å:
K -0.12 0.53 0.78
Cl 0.00 0.01 0.00
C -0.02 0.00 0.00



Molecular formula: CH4N4O2
Method: DFT, wB97M-V/def2-TZVPD

The energy above the lowest of the compared OMol25 structures with the same formula, charge and spin is 2.084 eV. Its SMILES is [H]/N=C(/N)O/N=N/O. The frontier orbital gap comes out at 9.73 eV. The calculation puts the largest force on an atom at 3.81 eV/Å. The LUMO energy comes out at 0.4 eV.

Last column: natural (NBO) charge in e.
Element x y z (Å)
H1 -0.321829 0.493905 1.623329  0.3543
N1 0.307967 1.026872 1.013568  -0.7590
C1 0.973740 0.202807 0.270033  0.6581
N2 2.065529 0.559661 -0.436240  -0.8074
O1 0.496259 -1.036921 0.024399  -0.3983
N3 -0.670984 -0.818514 -0.757256  0.0718
N4 -1.686893 -0.766400 -0.006724  0.0956
O2 -2.817023 -0.447818 -0.763475  -0.5115
H2 2.504959 1.413266 -0.119228  0.4084
H3 2.660280 -0.187651 -0.762329  0.4012
H4 -3.512006 -0.439208 -0.086078  0.4868

Atoms 1-3, force components in eV/Å:
H -0.15 0.32 -0.72
N 1.67 -0.91 0.04
C -1.55 2.93 1.88